1.
Computed, not measured: a cluster of 3 separate species, C23H33BrCl2FI2N2O2 in total at a distorted geometry, with ωB97M-V/def2-TZVPD.

E_LUMO, Ha: -0.1605
E_tot, eV: -145446.5331
Maximum force, eV/A: 5.5
HOMO-LUMO gap, Eh: 0.2283
Total charge: +1

The geometry in XYZ format:
```
66
Properties=species:S:1:pos:R:3:forces:R:3
C -2.216 2.250 2.860 0.7555 -0.0374 -0.7480
C -1.061 1.449 1.954 -0.3266 -0.2570 -0.7220
C 0.506 1.955 2.250 -0.8556 -0.0549 0.4116
N -1.399 0.492 1.028 3.3714 4.2714 -0.9968
C -0.372 0.413 -0.099 2.0202 -1.8223 -0.0100
C 0.570 -0.968 -0.133 1.4366 2.4296 -2.9928
C 0.421 -2.220 0.916 -0.5920 -0.5620 -1.7294
I 0.569 -1.669 3.036 1.0961 -0.0392 -0.9242
C -1.012 -3.035 0.639 0.9299 -1.0928 -1.0329
C -1.584 -2.836 -0.886 -0.6450 -0.6115 -0.3388
I -2.525 -2.637 2.213 -0.0959 -0.5161 -1.4118
C 1.709 -1.038 -1.354 -2.3011 2.9381 0.2101
Br 2.954 -2.606 -1.634 -1.8796 2.2372 0.5908
C 1.870 0.200 -2.464 -2.4361 0.6589 2.3461
C 2.971 0.111 -3.695 -2.4248 -0.6858 -3.3566
Cl 4.795 0.341 -3.381 -2.9164 -0.3041 -0.1138
C 2.583 -0.168 -5.135 1.9639 0.7132 3.7896
C 3.796 -0.212 -6.283 -0.8060 0.3826 -0.0032
Cl 0.762 -0.413 -5.580 3.1501 0.4093 0.7586
C 0.846 1.470 -2.270 1.4067 -3.7466 1.0555
N -0.208 1.532 -1.145 2.2311 -2.7241 -0.8289
C -1.087 2.792 -1.169 -0.2758 0.8913 0.1125
C -2.685 2.475 -1.366 -0.8876 0.9950 -0.1999
C -3.196 2.830 -2.904 -0.2837 0.2598 1.1517
F -3.418 3.442 -0.470 1.7156 -2.0212 -1.6736
H -1.952 3.407 2.734 -0.3809 -2.5962 0.2720
H -2.121 2.027 4.013 -0.2231 0.3083 -2.6145
H -3.299 2.122 2.431 2.2635 -0.1746 0.8331
H 0.761 2.951 1.679 -0.6258 -1.9332 1.0335
H 1.304 1.132 2.014 -1.7323 1.5568 0.2826
H 0.535 2.183 3.407 -0.0454 -0.4618 -2.4092
H 1.266 -3.043 0.733 -1.7274 2.1786 0.1922
H -0.765 -4.198 0.748 -0.4613 2.8442 -0.0275
H -0.731 -2.872 -1.718 -1.6188 0.1791 2.0159
H -2.279 -3.776 -1.123 1.3943 2.1611 0.6023
H -2.239 -1.858 -1.033 1.5114 -2.0349 0.4228
H 4.651 -0.968 -5.998 -1.8664 1.6166 -0.2223
H 4.218 0.901 -6.325 -0.8306 -2.5529 0.0370
H 3.401 -0.532 -7.345 0.5110 0.7870 2.3331
H 0.932 2.361 -3.058 -0.5262 -2.0927 2.1495
H -0.835 3.403 -0.193 -0.9282 -1.2799 -1.9054
H -0.767 3.471 -2.093 -0.4291 -1.7237 2.0720
H -3.011 1.393 -1.031 0.8298 2.2873 -0.5666
H -2.835 1.977 -3.626 -0.8121 1.8037 1.3210
H -2.803 3.899 -3.224 -0.5866 -2.3460 0.6375
H -4.382 2.935 -2.860 2.6645 -0.5695 -0.1956
C -0.284 4.825 6.936 -0.4113 -0.2615 0.1451
C -0.560 4.373 5.527 -1.1640 -0.7899 -0.0157
O -1.521 3.653 5.264 1.2940 1.0243 0.5098
C 0.386 4.838 4.452 -0.2471 -0.1636 -0.3822
H -1.048 4.414 7.605 0.1726 0.0897 -0.1870
H 0.695 4.461 7.258 0.0282 0.2339 -0.0333
H -0.322 5.916 6.991 0.2263 -0.0606 0.0174
H 1.395 4.475 4.663 0.0190 0.2346 0.0401
H 0.378 5.929 4.396 0.2073 -0.0731 0.1014
H 0.063 4.435 3.486 0.0634 0.1643 0.2432
C -0.145 -7.446 -0.363 -0.1671 0.2939 0.4391
C 0.852 -6.341 -0.583 0.0651 0.8410 0.7266
O 0.920 -5.380 0.183 0.0072 -0.9427 -0.8253
C 1.763 -6.455 -1.776 0.2350 0.4423 0.1405
H -0.734 -7.230 0.535 0.1431 -0.0507 -0.1892
H -0.822 -7.512 -1.218 0.1517 -0.1883 -0.0229
H 0.378 -8.395 -0.217 -0.1007 0.0039 -0.2101
H 1.171 -6.476 -2.695 0.0763 -0.2207 0.0357
H 2.371 -7.359 -1.694 -0.1687 -0.0307 -0.1642
H 2.429 -5.586 -1.809 -0.1617 -0.2149 0.0239
```
Forces are in eV/Å.

---

2.
Computed, not measured: a structure of composition C23H33BrGaIN5 at a distorted geometry, with ωB97M-V/def2-TZVPD.

E_LUMO, Ha: 0.0845
E_tot, eV: -162357.8308
Maximum force, eV/A: 1.1
HOMO-LUMO gap, Eh: 0.2962
Total charge: -1

The geometry in XYZ format:
```
64
Properties=species:S:1:pos:R:3:forces:R:3
C -3.277 -0.387 3.702 0.1999 0.0465 -0.3907
C -2.188 -0.574 2.656 0.4403 -0.6340 0.7778
I -2.018 1.336 1.640 -0.0644 0.1188 -0.4679
C -0.881 -1.115 3.269 -0.4320 0.6674 -0.5255
Ga 0.778 0.068 3.451 0.2728 -0.5512 0.0961
Br 0.357 2.058 4.782 -0.0819 -0.0389 -0.0805
H -3.336 -1.290 4.303 -0.0734 -0.1425 0.1256
H -4.241 -0.206 3.234 -0.1337 0.1457 0.0541
H -3.006 0.449 4.338 -0.0939 0.0797 0.2489
H -2.518 -1.248 1.879 -0.2547 0.0905 -0.3185
H -0.549 -1.942 2.641 0.2613 0.0093 -0.0243
H -1.150 -1.563 4.219 0.0889 0.0003 0.3286
H 1.887 -0.763 4.260 -0.0865 0.1176 -0.0588
H 1.263 0.466 1.973 -0.0753 0.0880 0.0907
N 1.254 2.376 -0.095 -0.0364 -0.0154 -0.1745
C 1.048 3.112 -1.229 0.0002 -0.0274 0.0453
C 2.200 3.806 -1.496 -0.0255 0.0210 -0.0120
C 3.134 3.472 -0.478 0.0737 0.0510 -0.0020
C 2.517 2.585 0.368 0.0523 0.0357 0.0194
H 0.577 1.772 0.342 0.0278 -0.0092 0.2569
H 0.102 3.084 -1.744 -0.0087 0.0248 -0.0074
H 2.353 4.480 -2.322 0.0046 -0.0026 -0.0116
H 4.142 3.840 -0.376 0.0136 -0.0123 -0.0180
H 2.862 2.088 1.258 -0.0323 -0.0123 0.0023
N -0.326 -4.019 1.012 0.0106 -0.0176 -0.0578
C -0.703 -4.694 2.138 -0.0363 -0.0189 -0.0080
C -0.366 -6.012 1.968 -0.0023 -0.0046 0.0047
C 0.243 -6.131 0.689 0.0083 -0.0171 -0.0158
C 0.253 -4.883 0.125 -0.0238 0.0496 0.0211
H -0.451 -3.033 0.862 0.0274 -0.0099 0.0056
H -1.170 -4.181 2.960 0.0178 -0.0035 0.0027
H -0.532 -6.800 2.683 -0.0004 -0.0042 0.0074
H 0.633 -7.028 0.237 0.0074 -0.0067 -0.0032
H 0.624 -4.533 -0.823 -0.0191 -0.0281 -0.0234
N -0.732 -0.674 -2.179 0.0524 0.0530 0.0359
C -0.002 -1.825 -2.213 -0.0202 -0.0507 0.0574
C -0.489 -2.603 -3.231 0.0155 -0.0130 -0.0107
C -1.550 -1.880 -3.841 -0.0433 -0.0244 0.0394
C -1.674 -0.690 -3.165 -0.0118 0.0076 0.0515
H -0.595 0.071 -1.518 -0.0151 0.0570 0.0584
H 0.797 -1.994 -1.511 0.0257 0.0189 -0.0138
H -0.127 -3.578 -3.509 0.0027 -0.0034 -0.0118
H -2.151 -2.194 -4.677 0.0248 0.0133 -0.0360
H -2.349 0.137 -3.302 0.0131 0.0115 -0.0358
N 5.774 5.335 1.888 0.0007 0.0210 0.0280
C 6.562 4.219 1.873 -0.0532 -0.0243 0.0036
C 7.792 4.579 1.389 0.0138 -0.0056 0.0094
C 7.743 5.971 1.104 0.0078 0.0228 -0.0147
C 6.483 6.407 1.422 -0.0385 -0.0029 0.0112
H 4.816 5.360 2.188 -0.0049 -0.0416 -0.0368
H 6.180 3.269 2.204 0.0031 -0.0136 -0.0108
H 8.632 3.919 1.254 0.0046 -0.0057 0.0014
H 8.538 6.580 0.709 0.0049 0.0043 -0.0031
H 6.034 7.382 1.357 0.0051 0.0086 -0.0125
N -4.934 -1.439 -3.336 -0.0660 -0.0225 0.0449
C -5.980 -0.733 -2.813 0.0356 -0.0054 0.0132
C -6.982 -0.708 -3.747 -0.0182 0.0111 0.0203
C -6.520 -1.431 -4.879 0.0012 -0.0140 -0.0306
C -5.253 -1.869 -4.592 0.0242 0.0134 0.0264
H -4.058 -1.612 -2.871 0.0308 -0.0097 -0.0556
H -5.923 -0.310 -1.824 -0.0058 0.0130 0.0016
H -7.938 -0.226 -3.632 -0.0054 0.0040 0.0016
H -7.054 -1.609 -5.798 -0.0027 -0.0016 -0.0060
H -4.557 -2.448 -5.174 -0.0072 -0.0104 -0.0132
```
Forces are in eV/Å.

---

3.
Computed, not measured: a structure of composition C23H33LuNOP2Si at a distorted geometry, with ωB97M-V/def2-TZVPD.

E_LUMO (alpha / beta), Ha: -0.1480 / -0.1550
E_tot, eV: -87988.3892
Maximum force, eV/A: 4.0
HOMO-LUMO gap (alpha / beta), Eh: 0.2139 / 0.2009
Total charge: +1

The geometry in XYZ format:
```
62
Properties=species:S:1:pos:R:3:forces:R:3
C -2.502 2.775 -2.858 0.3457 -1.5825 0.1095
C -2.083 1.490 -2.531 -0.2823 1.0707 0.2416
C -0.740 1.085 -2.858 0.1234 0.0658 0.4814
C 0.232 2.036 -3.374 0.1225 -0.7282 1.1975
C -0.192 3.382 -3.179 -0.4032 1.1181 -1.2600
C -1.538 3.740 -3.177 1.3491 0.1754 0.3009
C 1.580 1.598 -3.568 -0.8176 -0.3322 2.2492
C 1.913 0.293 -3.096 -0.5928 0.1938 1.2464
C 0.846 -0.563 -2.591 0.0177 0.3424 0.4326
C 1.123 -1.838 -1.980 0.9958 -0.1835 0.3717
C 2.418 -2.334 -2.017 -1.3088 0.2600 -0.2657
C 3.476 -1.474 -2.338 0.0236 2.1054 -0.0274
C 3.199 -0.123 -2.618 0.9041 -1.3581 -1.0262
H -3.539 3.050 -2.754 -0.1600 0.1008 0.1553
H 0.565 4.145 -2.998 -0.0726 0.0336 -0.7839
H -1.859 4.782 -3.258 0.3660 -0.3108 0.2131
H 2.373 2.352 -3.656 -0.3314 -0.4021 -0.4201
H 2.627 -3.342 -1.699 0.0022 -0.1581 0.2058
H 4.504 -1.824 -2.207 -0.3380 0.3345 0.1415
H 3.965 0.622 -2.449 0.2934 -0.0171 -0.7228
N -0.398 -0.123 -2.416 -0.1132 -0.2656 -0.8668
Lu -0.833 1.138 2.462 -0.7366 0.4005 0.3971
C -2.934 0.650 -1.613 0.1290 -0.1353 0.0397
H -2.914 -0.416 -1.884 0.0342 0.2985 0.2102
H -3.970 1.019 -1.662 0.1581 -0.2113 0.0453
C 0.088 -2.485 -1.111 -0.1962 0.1617 0.0141
H -0.906 -2.435 -1.574 0.2619 -0.0132 0.1708
H 0.364 -3.532 -0.933 -0.1606 0.1190 -0.0816
P -2.545 0.735 0.268 -1.0927 0.0971 -0.2806
P -0.145 -1.777 0.683 -0.0006 -1.4357 -0.7040
C 0.913 -3.018 1.569 0.1971 0.1127 0.0718
H 0.784 -2.890 2.653 0.0711 -0.0566 -0.2757
H 0.587 -4.034 1.298 0.2111 0.3452 0.0517
H 1.973 -2.896 1.316 -0.2291 -0.0589 0.1424
C -1.702 -2.739 0.967 -0.2774 0.0635 0.1928
H -1.462 -3.807 1.083 -0.1638 0.3573 -0.1242
H -2.202 -2.396 1.883 0.0160 -0.1748 -0.2860
H -2.372 -2.622 0.106 0.0695 0.0049 0.3082
C -3.290 2.377 0.711 0.0742 0.1708 -0.3180
H -4.333 2.373 0.366 0.2337 0.2191 0.2229
H -3.296 2.546 1.806 -0.0888 -0.0725 -0.2722
H -2.753 3.206 0.230 -0.0823 -0.1804 0.1186
C -3.969 -0.283 0.871 -0.0983 -0.0911 -0.0506
H -3.853 -0.499 1.943 -0.0573 0.0541 -0.3623
H -4.905 0.273 0.721 0.1951 -0.2603 -0.0354
H -4.019 -1.236 0.328 -0.0435 0.2627 0.1796
C -1.741 -0.363 3.738 -1.1737 -3.2249 2.0150
O -2.210 -1.216 4.400 0.7604 1.6786 -1.1646
H 0.147 1.552 1.179 2.1558 0.6819 -2.7775
C 3.572 -0.505 1.342 -0.3446 0.4237 -0.5312
Si 2.057 0.108 2.343 0.7852 -0.5243 1.0111
C 2.222 -0.790 4.011 -0.3406 -0.0435 0.0674
C 2.249 1.933 2.824 0.1748 0.0305 -0.5354
H 3.496 -1.512 0.893 -0.1367 0.5188 0.2717
H 4.453 -0.507 2.009 -0.4421 0.0782 -0.0820
H 3.775 0.202 0.521 0.0269 -0.2821 0.1740
H 3.128 -0.362 4.466 -0.1351 -0.1592 -0.0122
H 1.369 -0.566 4.671 0.3037 -0.1301 -0.0969
H 2.340 -1.882 3.957 -0.0210 0.3827 -0.0367
H 3.117 2.075 3.474 0.0237 -0.0136 -0.0855
H 2.344 2.528 1.907 0.0086 0.0317 0.3472
H 1.404 2.325 3.402 -0.1927 0.1121 0.0876
```
Forces are in eV/Å.

---

4.
Computed, not measured: an isolated molecule of C23H33N3O5S, with ωB97M-V/def2-TZVPD.

E_LUMO, Ha: 0.0101
E_tot, eV: -49930.2861
SMILES: CCC[C@@H](C(=O)NC(C)(C)CC)N(Cc1ccco1)C(=O)CNS(=O)(=O)c1ccccc1
Maximum force, eV/A: 1.0
HOMO-LUMO gap, Eh: 0.3366

The geometry in XYZ format:
```
65
Properties=species:S:1:pos:R:3:forces:R:3
C -2.591 3.743 0.108 0.1767 0.0508 0.0557
H -3.134 3.909 -0.820 -0.1266 0.0366 -0.1028
C -1.094 3.938 -0.103 -0.1294 -0.1618 -0.1289
C -0.541 3.137 -1.279 -0.0066 -0.1116 0.2175
H -1.094 3.385 -2.186 0.0599 0.0260 -0.0541
H 0.500 3.415 -1.449 -0.0220 -0.0156 -0.1375
C -0.626 1.621 -1.092 -0.1646 0.4182 -0.3486
N 0.181 1.152 0.031 -0.0173 0.0507 -0.3327
C -0.446 0.707 1.131 0.0242 0.2769 0.5569
O -1.655 0.754 1.280 -0.1978 0.0722 0.1429
C 0.432 0.148 2.257 -0.5354 0.2662 0.1810
N 1.077 -1.075 1.823 -0.3531 -0.7148 -0.3483
S 0.081 -2.299 1.259 0.6334 -0.2286 -0.0112
O 0.953 -3.409 1.016 -0.0244 -0.0485 0.4131
O -0.654 -1.765 0.150 -0.2947 0.0114 0.5208
C -1.031 -2.688 2.599 0.3239 0.1350 -0.5321
C -2.201 -1.970 2.754 -0.2194 0.1328 -0.0780
C -3.032 -2.276 3.821 0.0478 -0.0101 -0.0161
C -2.685 -3.287 4.704 -0.0195 0.0095 0.0100
C -1.508 -4.000 4.531 0.0669 0.0238 -0.0332
C -0.671 -3.697 3.470 0.1359 -0.1840 0.1125
H 0.246 -4.237 3.291 0.0763 -0.1339 0.0541
H -1.245 -4.790 5.218 0.0270 -0.0705 0.0382
H -3.337 -3.523 5.532 -0.0569 -0.0192 0.0662
H -3.949 -1.724 3.961 -0.0797 0.0506 -0.0022
H -2.443 -1.185 2.054 -0.0753 0.0933 -0.0318
H 1.739 -1.448 2.485 0.1376 -0.1555 0.0799
H 1.200 0.875 2.530 -0.0543 -0.1367 -0.0318
H -0.228 -0.019 3.121 0.0828 0.1424 -0.1895
C 1.625 1.145 -0.141 0.2739 0.3129 0.0989
C 2.342 2.146 0.711 0.6005 -0.7220 0.2939
C 3.354 1.986 1.615 -0.4980 -0.0492 -0.5166
C 3.665 3.281 2.098 -0.2599 0.4998 -0.1590
C 2.819 4.128 1.455 0.7018 0.0427 0.6479
O 2.022 3.452 0.614 -0.4018 -0.0436 -0.3997
H 2.690 5.191 1.506 -0.0994 0.1441 -0.0646
H 4.412 3.537 2.821 0.1337 0.1422 0.1449
H 3.824 1.064 1.891 0.0610 -0.2640 0.0092
H 1.821 1.371 -1.193 0.0196 -0.1022 0.0643
H 2.026 0.153 0.086 0.0482 0.2087 -0.1257
H -1.656 1.330 -0.869 0.1620 0.0152 -0.0412
C -0.177 0.895 -2.381 -0.3151 0.2486 0.4712
O 0.381 1.491 -3.285 0.1664 0.1277 -0.1971
N -0.477 -0.409 -2.376 -0.1188 -0.5567 0.0616
H -0.802 -0.822 -1.510 0.0093 0.2471 -0.0824
C -0.104 -1.363 -3.422 0.1413 0.0198 -0.5119
C -0.645 -0.871 -4.768 0.1280 0.0033 0.1541
H -0.180 0.073 -5.036 0.0078 0.0264 -0.0765
H -1.721 -0.722 -4.706 -0.1382 -0.0065 -0.0082
H -0.437 -1.603 -5.544 0.0138 -0.1308 -0.0923
C -0.753 -2.699 -3.065 0.0973 0.2554 0.0426
H -0.414 -3.474 -3.749 0.0417 -0.0780 -0.0752
H -0.500 -2.988 -2.048 0.0225 -0.1385 0.0705
H -1.835 -2.619 -3.139 -0.1311 -0.0105 -0.0024
C 1.430 -1.479 -3.496 -0.0656 -0.0002 0.2161
C 2.063 -2.103 -2.256 -0.0331 0.0495 -0.2578
H 1.656 -1.668 -1.347 -0.0014 0.0573 0.1275
H 3.139 -1.942 -2.265 0.0996 -0.0251 0.0683
H 1.883 -3.174 -2.218 0.0046 -0.1276 0.0944
H 1.825 -0.472 -3.644 -0.0103 -0.0155 -0.1067
H 1.695 -2.069 -4.375 -0.0138 0.0141 -0.0864
H -0.565 3.660 0.811 0.0674 0.0910 0.0359
H -0.892 4.995 -0.292 0.0839 -0.0007 0.0659
H -2.800 2.739 0.466 -0.0974 -0.0808 0.0098
H -2.960 4.447 0.851 -0.1158 0.0403 0.0568
```
Forces are in eV/Å.